## P
Formula: C5H10N
Source: the OMol25 dataset
Level of theory: the ωB97M-V functional and the def2-TZVPD basis

Last column: natural (NBO) charge in e.
Positions of all 16 atoms, in Å:
C: -0.357 -0.283 2.163  0.099
C: -0.179 1.054 -0.426  0.210
C: -0.862 -0.328 -0.411  -0.089
C: 1.238 1.230 -0.466  -0.734
C: -0.330 -1.462 -1.192  -0.613
N: -0.587 -0.375 0.958  -0.303
H: -0.733 -0.861 2.927  0.206
H: 0.171 0.605 2.727  0.181
H: -0.792 1.975 -0.300  0.243
H: -1.880 -0.306 -0.603  0.253
H: 1.812 0.346 -0.745  0.252
H: 1.542 1.545 0.480  0.272
H: 1.537 2.113 -1.039  0.298
H: 0.226 -2.134 -0.477  0.242
H: 0.294 -1.140 -2.010  0.241
H: -1.100 -1.978 -1.586  0.241

Computed properties:
orbital gap	9.05	eV
total charge	+1

## Q
Formula: C5H10N
Source: the OMol25 dataset
Level of theory: the ωB97M-V functional and the def2-TZVPD basis

Last column: natural (NBO) charge in e.
Positions of all 16 atoms, in Å:
C: -1.806 0.108 -0.854  -0.098
C: -0.323 0.083 -0.451  0.418
C: -2.913 0.017 0.105  -0.666
C: 1.829 -1.251 0.140  -0.406
C: 1.779 1.163 0.269  -0.453
N: 1.151 -0.031 -0.134  -0.295
H: -1.995 0.150 -1.918  0.274
H: -2.770 0.757 0.809  0.256
H: -2.748 -0.961 0.639  0.261
H: -3.830 0.026 -0.364  0.259
H: 2.565 -1.254 -0.564  0.237
H: 2.015 -1.280 1.167  0.234
H: 1.115 -2.117 -0.062  0.239
H: 1.002 1.872 0.648  0.244
H: 2.568 0.976 1.052  0.243
H: 2.360 1.742 -0.479  0.251

Computed properties:
orbital gap (spin up / spin down)	9.29 / 9.29	eV
total charge	+1
SMILES string	CC=C=[N+](C)C

## R
Formula: C5H10N
Source: the OMol25 dataset
Level of theory: the ωB97M-V functional and the def2-TZVPD basis

Last column: natural (NBO) charge in e.
Positions of all 16 atoms, in Å:
C: -0.428 1.039 -0.335  -0.521
C: 0.751 0.024 -0.388  0.560
C: -1.772 0.525 0.278  -0.179
C: 1.300 -0.366 0.977  -0.712
C: -1.748 -0.761 0.626  -0.351
N: 1.279 -0.281 -1.538  -0.637
H: 0.018 1.748 0.308  0.245
H: -0.670 1.568 -1.315  0.254
H: 0.382 -0.376 1.626  0.287
H: 1.850 0.547 1.203  0.282
H: 2.002 -1.219 0.966  0.264
H: -0.812 -1.356 0.675  0.169
H: 1.175 0.292 -2.373  0.450
H: -2.604 -1.396 0.746  0.230
H: -2.688 0.956 -0.003  0.244
H: 1.964 -0.943 -1.454  0.415

Computed properties:
orbital gap	9.44	eV
total charge	+1
SMILES string	C=CCC(C)=[NH2+]

The most stable arrangement is R, and the next structure is 0.0881 hartree less stable.

## P
Formula: C4H6N
Source: the OMol25 dataset
Level of theory: the ωB97M-V functional and the def2-TZVPD basis

Last column: natural (NBO) charge in e.
Positions of all 11 atoms, in Å:
C: 0.339 -0.035 -0.415  0.433
C: -1.188 -0.133 0.384  0.005
C: 2.352 -0.264 -1.877  0.008
C: -1.511 0.340 1.709  -0.730
N: 1.447 0.073 -1.068  -0.343
H: -1.832 -0.531 -0.487  0.274
H: 2.025 -0.955 -2.641  0.246
H: 3.332 0.213 -1.618  0.256
H: -0.625 0.798 2.232  0.278
H: -1.950 -0.483 2.235  0.285
H: -2.388 0.976 1.546  0.287

Computed properties:
orbital gap (spin up / spin down)	8.41 / 7.89	eV
total charge	+1
SMILES string	C=[N+]=C=CC

## Q
Formula: C4H6N
Source: the OMol25 dataset
Level of theory: the ωB97M-V functional and the def2-TZVPD basis

Last column: natural (NBO) charge in e.
Positions of all 11 atoms, in Å:
C: 1.031 -0.044 -0.009  0.430
C: 2.371 -0.349 -0.100  -0.457
C: -1.612 -0.015 -0.105  -0.115
C: -0.229 -0.007 0.506  -0.297
N: -1.140 1.142 0.298  -0.496
H: 3.167 -0.570 -0.932  0.383
H: -2.007 -0.221 -1.153  0.232
H: -2.376 -0.454 0.490  0.230
H: -0.136 -0.242 1.557  0.286
H: 2.023 -1.329 -0.522  0.354
H: -1.092 2.089 -0.030  0.450

Computed properties:
orbital gap (spin up / spin down)	8.37 / 8.37	eV
total charge	+1

The most stable arrangement is P, and the next structure is 0.0593 hartree less stable.

## P
Formula: C28H32IrN5O2S
Source: the OMol25 dataset
Level of theory: the ωB97M-V functional and the def2-TZVPD basis

Last column: natural (NBO) charge in e.
Positions of all 69 atoms, in Å:
Ir: 0.326 0.537 -0.585  1.150
C: -2.051 0.999 4.668  -0.186
C: -0.742 0.662 4.982  -0.211
C: 0.215 0.553 3.998  -0.204
C: -0.124 0.760 2.649  0.160
C: -1.449 1.114 2.345  -0.201
C: -2.390 1.234 3.342  -0.196
N: 0.781 0.596 1.638  -0.162
N: 2.045 0.504 1.967  -0.229
C: 2.956 0.411 1.003  0.297
C: 4.333 0.400 1.340  -0.201
C: 5.271 0.325 0.345  -0.165
C: 4.856 0.283 -0.992  -0.246
C: 3.501 0.315 -1.253  0.077
N: 2.583 0.358 -0.305  -0.418
H: -2.798 1.082 5.445  0.217
H: -0.471 0.468 6.009  0.217
H: 1.230 0.282 4.234  0.233
H: -1.719 1.296 1.313  0.233
H: -3.403 1.503 3.081  0.220
H: 4.603 0.462 2.381  0.236
H: 6.324 0.303 0.581  0.225
H: 5.568 0.233 -1.798  0.230
H: 3.131 0.306 -2.269  0.223
O: 0.309 0.741 -2.967  -0.546
N: -0.808 0.661 -3.603  0.041
C: -0.769 0.507 -4.941  0.030
C: -1.906 0.425 -5.702  -0.265
C: -3.147 0.532 -5.081  -0.171
C: -3.185 0.654 -3.714  -0.227
C: -2.011 0.684 -2.956  0.022
S: -2.101 0.698 -1.248  -0.058
H: 0.225 0.463 -5.362  0.230
H: -1.822 0.277 -6.765  0.231
H: -4.058 0.517 -5.654  0.225
H: -4.117 0.704 -3.177  0.236
C: -0.300 4.488 0.559  -0.615
C: 0.852 3.471 0.424  0.123
C: 2.136 4.175 -0.056  -0.621
O: 0.488 2.484 -0.438  -0.837
H: -0.029 5.268 1.265  0.195
H: -1.193 3.976 0.909  0.205
H: -0.504 4.931 -0.412  0.204
H: 1.048 3.055 1.431  0.122
H: 1.995 4.527 -1.074  0.207
H: 2.972 3.481 -0.037  0.194
H: 2.359 5.021 0.587  0.197
C: -2.991 -2.204 0.564  -0.408
N: -2.123 -2.702 1.596  -0.453
C: -2.439 -4.030 2.050  -0.397
C: -0.738 -2.310 1.473  -0.244
C: -0.059 -2.571 0.135  0.011
C: 0.154 -3.904 -0.212  -0.235
C: 0.790 -4.254 -1.386  -0.230
C: 1.234 -3.252 -2.226  -0.228
C: 1.036 -1.929 -1.880  -0.257
C: 0.375 -1.537 -0.707  -0.282
H: -4.023 -2.266 0.907  0.188
H: -2.909 -2.772 -0.372  0.166
H: -2.741 -1.166 0.360  0.208
H: -3.499 -4.062 2.311  0.193
H: -1.868 -4.257 2.951  0.194
H: -2.252 -4.812 1.299  0.158
H: -0.169 -2.819 2.255  0.197
H: -0.696 -1.237 1.659  0.187
H: -0.168 -4.679 0.469  0.200
H: 0.936 -5.294 -1.640  0.205
H: 1.746 -3.492 -3.146  0.200
H: 1.391 -1.180 -2.572  0.205

Computed properties:
orbital gap (spin up / spin down)	5.78 / 4.22	eV
total charge	0

## Q
Formula: C28H32IrN5O2S
Source: the OMol25 dataset
Level of theory: the ωB97M-V functional and the def2-TZVPD basis

Last column: natural (NBO) charge in e.
Positions of all 69 atoms, in Å:
Ir: 0.743 0.056 0.721  0.807
C: 0.242 -2.481 -4.432  -0.253
C: 0.676 -3.547 -3.534  -0.188
C: 0.698 -3.374 -2.207  -0.239
C: 0.293 -2.086 -1.622  0.215
C: -0.734 -1.340 -2.455  0.221
C: -0.388 -1.427 -3.924  -0.148
N: 0.723 -1.726 -0.449  -0.246
N: 1.466 -2.730 0.170  -0.464
C: 2.394 -2.290 1.002  0.369
C: 3.305 -3.206 1.608  -0.264
C: 4.280 -2.734 2.432  -0.154
C: 4.385 -1.350 2.698  -0.345
C: 3.463 -0.525 2.119  0.071
N: 2.499 -0.971 1.294  -0.585
H: 0.439 -2.562 -5.493  0.217
H: 1.024 -4.482 -3.957  0.214
H: 1.085 -4.130 -1.545  0.255
H: -1.427 0.199 -1.440  0.512
H: -0.726 -0.598 -4.532  0.222
H: 3.196 -4.257 1.384  0.223
H: 4.979 -3.424 2.887  0.212
H: 5.151 -0.950 3.345  0.218
H: 3.448 0.542 2.311  0.204
O: 1.155 1.544 2.072  -0.557
N: 0.368 1.530 3.165  -0.005
C: 0.372 2.660 3.906  0.049
C: -0.331 2.735 5.071  -0.267
C: -1.063 1.614 5.484  -0.156
C: -1.063 0.485 4.711  -0.226
C: -0.335 0.431 3.509  0.036
S: -0.306 -0.949 2.490  0.081
H: 0.970 3.456 3.489  0.237
H: -0.316 3.650 5.644  0.235
H: -1.634 1.642 6.402  0.228
H: -1.625 -0.395 4.990  0.238
C: -3.258 -1.228 -2.783  -0.609
C: -2.109 -2.081 -2.253  -0.227
C: -2.358 -2.510 -0.809  -0.621
O: -0.804 0.029 -2.160  -0.757
H: -4.174 -1.821 -2.805  0.212
H: -3.066 -0.863 -3.792  0.213
H: -3.446 -0.363 -2.142  0.210
H: -2.039 -2.985 -2.863  0.216
H: -2.223 -1.682 -0.115  0.212
H: -1.684 -3.309 -0.500  0.220
H: -3.383 -2.871 -0.705  0.214
C: 2.114 1.505 -0.897  -0.354
N: 1.506 2.716 -1.328  -0.430
C: 0.990 2.688 -2.688  -0.425
C: 0.574 3.265 -0.356  -0.262
C: -0.771 2.559 -0.167  0.002
C: -1.893 3.331 -0.462  -0.228
C: -3.186 2.877 -0.243  -0.239
C: -3.356 1.624 0.312  -0.223
C: -2.241 0.838 0.594  -0.297
C: -0.924 1.242 0.335  -0.263
H: 2.808 1.114 -1.642  0.234
H: 1.341 0.636 -0.908  0.163
H: 2.649 1.640 0.039  0.227
H: 1.791 2.392 -3.369  0.195
H: 0.673 3.696 -2.961  0.196
H: 0.147 2.004 -2.819  0.211
H: 0.367 4.295 -0.656  0.196
H: 1.094 3.305 0.601  0.216
H: -1.747 4.327 -0.867  0.199
H: -4.036 3.502 -0.485  0.210
H: -4.348 1.246 0.529  0.209
H: -2.412 -0.127 1.051  0.213

Computed properties:
orbital gap	6.92	eV
total charge	0

The most stable arrangement is Q, and the next structure is 0.0728 hartree less stable.

## P
Formula: C4H9O2P
Source: the OMol25 dataset
Level of theory: the ωB97M-V functional and the def2-TZVPD basis

Last column: natural (NBO) charge in e.
Positions of all 16 atoms, in Å:
C: -2.178 0.527 3.630  -0.249
C: -1.922 0.172 2.507  -0.228
C: 0.420 1.461 -0.877  -0.279
C: 1.557 -1.156 -0.489  -1.017
O: -0.080 -1.253 -2.499  -1.006
O: -0.526 0.436 -0.674  -0.807
P: -0.202 -1.150 -0.907  1.338
H: -2.452 0.601 4.609  0.219
H: -0.752 -1.549 -3.041  0.505
H: -1.749 -0.291 1.531  0.248
H: 1.304 1.397 -0.145  0.173
H: -0.178 2.369 -0.734  0.201
H: 0.958 1.675 -1.863  0.183
H: 2.021 -2.097 -0.442  0.243
H: 2.104 -0.438 -1.135  0.237
H: 1.675 -0.705 0.528  0.239

Computed properties:
orbital gap	9.81	eV
total charge	0
SMILES string	COP(C)O.C#C

## Q
Formula: C4H9O2P
Source: the OMol25 dataset
Level of theory: the ωB97M-V functional and the def2-TZVPD basis

Last column: natural (NBO) charge in e.
Positions of all 16 atoms, in Å:
C: -1.269 0.423 0.967  -0.551
C: 2.285 -0.652 0.814  -0.257
C: -0.826 -0.361 -1.869  -0.255
C: 0.003 0.076 0.240  0.331
O: 0.890 -0.515 1.165  -0.541
O: -0.123 -0.875 -0.787  -0.543
P: -1.821 1.990 0.671  0.416
H: -1.840 -0.207 1.560  0.225
H: 2.665 -1.218 1.639  0.200
H: 2.813 0.168 0.480  0.176
H: 2.320 -1.427 0.122  0.181
H: -1.555 -1.062 -2.133  0.189
H: -0.033 -0.204 -2.742  0.168
H: -1.218 0.740 -1.625  0.177
H: 0.528 1.024 -0.093  0.146
H: -2.819 2.100 1.591  -0.061

Computed properties:
orbital gap	9.64	eV
total charge	0
SMILES string	[H]/P=C/C(OC)OC

The most stable arrangement is P, and the next structure is 0.0466 hartree less stable.